# 1
The following is a quantum chemistry calculation of C29H48AlNOP2 as an isolated structure at a distorted geometry, from the OMol25 dataset.

Structure (ORCA input):
```
! RIJCOSX wB97M-V def2-TZVPD def2/J DEFGRID3
* xyz 1 2
O -1.894 -1.402 3.101
C 0.923 0.109 3.643
H -1.453 2.801 4.317
H -3.346 -4.964 5.338
H -0.961 -0.337 -5.704
Al -0.421 2.647 -0.789
H -1.143 5.065 1.300
C -4.173 -1.770 3.332
H 0.906 0.574 4.639
C -4.953 -3.721 4.504
C 0.363 -2.338 -4.208
H 0.535 -2.585 -1.210
H 1.175 -1.958 -4.841
H -1.388 1.033 4.318
C 2.882 -0.666 -1.211
C 1.454 1.480 1.529
C 0.644 -2.068 0.806
P -0.207 2.457 -3.026
H 3.666 -3.324 1.030
P -0.582 -0.954 -3.432
H 3.479 1.388 0.784
H -0.204 -1.797 1.441
C -1.526 1.905 3.678
H 2.059 3.302 -3.050
C -0.845 1.544 -4.580
H 3.650 -3.847 -1.403
H 2.009 1.541 -3.383
C -0.736 4.378 2.062
H 1.641 -3.034 2.355
H -1.943 1.527 -4.492
C 0.912 2.677 0.784
H 2.092 4.180 1.763
H 2.848 -0.082 1.577
H -0.618 2.172 -5.465
H -1.431 4.398 2.918
C -0.360 0.122 -4.888
C 1.696 -2.758 1.305
C 2.724 -3.476 0.486
C 1.529 2.508 -3.585
H 2.466 -4.533 0.501
H 4.729 -1.703 -0.959
C 2.969 -3.100 -0.980
H 1.125 0.285 -0.358
H -2.590 -2.217 -2.933
H -1.948 4.051 -3.632
C -2.587 -3.258 4.309
C 2.839 1.010 1.588
H 1.567 4.666 0.148
H -2.336 -2.062 -4.694
H -2.545 1.845 3.290
H -1.522 -3.470 4.494
C -0.848 4.061 -3.680
H 0.203 4.817 2.435
C -2.294 -1.533 -3.735
H 2.055 -3.090 -1.586
N -2.869 -2.128 3.576
H 1.575 2.709 -4.664
H 2.812 3.495 0.271
C -0.561 1.935 2.559
H -5.757 -4.347 4.870
H -0.467 4.898 -3.079
H 3.371 0.262 -1.404
C 1.374 -0.533 -1.068
C 1.889 3.823 0.742
H 0.817 -2.994 -3.457
H 1.927 -0.334 3.552
H 3.265 1.353 2.546
H 1.025 -0.086 -2.030
H -6.226 -2.251 3.529
C -5.211 -2.559 3.768
C -0.447 2.970 1.600
H -4.304 -0.845 2.772
C -3.614 -4.070 4.773
H -2.993 -0.689 -3.748
H -0.287 -2.954 -4.838
C 0.607 1.124 2.587
C 0.447 -1.678 -0.617
H -0.554 4.193 -4.737
H 0.695 0.089 -5.219
H -0.621 -1.403 -0.801
C 3.634 -1.770 -1.084
H 0.186 -0.707 3.654
*
```

Results
- ΔE to the lowest compared entry with this formula, charge and spin: 57.3 kcal per mole
- Kohn-Sham gap (spin up / spin down): 5.368 / 6.300 eV
- Calculated total energy: -2188.48213 Eh
- LUMO level (spin up / spin down): -3.61 / -3.68 eV

=====

# 2
The following is a quantum chemistry calculation of C29H48BBr2F3N4O6 as an isolated structure at a distorted geometry, from the OMol25 dataset.

Structure (ORCA input):
```
! RIJCOSX wB97M-V def2-TZVPD def2/J DEFGRID3
* xyz 0 1
H 2.323 2.119 0.733
H -3.474 4.141 -1.341
O 6.245 0.749 0.877
C 4.014 1.330 -1.884
C -3.074 0.363 2.427
O -3.271 0.395 -0.585
H -2.073 1.536 -1.783
H -0.923 1.686 3.608
N -0.808 -0.222 1.104
H -3.756 -1.364 5.262
N -6.467 -2.793 -0.661
H -1.657 -3.229 0.785
C 6.854 1.272 -0.093
H -0.713 -2.844 -0.733
H 0.127 2.671 0.431
H -0.352 0.521 -2.404
H -2.870 1.478 2.429
H -5.392 -0.719 0.281
C 2.424 3.426 -2.201
H 0.264 0.331 5.083
F 1.045 -4.099 -2.189
C 4.895 1.846 -3.104
C 1.906 1.543 -0.184
H -4.598 -2.437 -1.634
F 0.022 -1.116 -4.242
C 0.834 -1.804 -3.300
H 2.219 0.446 0.027
H -2.745 -1.610 -0.602
Br 0.805 -4.237 -4.924
H -0.977 4.902 0.092
H 2.983 4.909 -3.956
H 5.194 3.440 -4.798
H -1.206 -0.976 -1.913
H 1.987 -0.576 2.555
H 5.819 1.217 -3.384
H -6.720 -3.786 -0.770
C 8.107 0.535 -0.559
H -0.142 -1.302 4.355
N 1.783 -3.895 1.218
H -4.522 -3.717 -0.213
H 0.160 2.266 -1.303
C 4.543 3.144 -3.913
C -0.668 0.542 -0.213
C 0.717 -0.564 4.500
C 3.293 3.940 -3.413
C -4.602 -1.549 0.464
C -0.355 -0.273 -1.553
H -2.332 -1.577 2.014
C 1.241 0.098 3.090
C -3.955 -1.058 4.162
C -2.487 2.621 0.028
H 1.520 4.071 -1.917
H -4.224 0.332 2.269
H 1.925 -0.373 -2.060
C -4.959 -2.726 -0.573
H 4.367 0.374 -1.366
H -3.871 -2.031 3.558
H 1.348 -1.858 -1.165
H -1.708 3.721 -1.871
H -0.220 -1.932 2.258
H -4.707 -1.840 1.562
C 0.361 -3.335 -3.171
H -1.918 2.914 0.964
H 1.881 0.999 3.438
H 8.977 1.190 -0.472
C -3.177 -0.821 0.134
H -6.820 -2.216 -1.435
C -0.128 -1.571 1.157
H 0.976 -1.427 0.850
C 2.736 2.125 -1.428
C 0.325 1.781 -0.257
H 1.879 -3.226 1.995
H 2.368 -3.588 0.417
H -2.443 5.068 0.785
H 1.574 -0.951 5.146
C -0.630 -2.858 0.397
H -3.606 2.587 0.331
H 8.287 -0.361 0.041
O 6.583 2.316 -0.739
C -2.107 1.227 -0.661
C -2.260 -0.570 1.436
C -2.396 3.915 -0.982
B -0.099 0.509 2.277
C 0.993 -1.035 -1.862
O -0.468 1.855 2.745
F -1.080 -3.460 -3.086
C 0.384 -4.079 0.784
Br 2.681 -1.857 -4.115
H 7.994 0.234 -1.604
H -5.004 -0.596 4.158
O -0.065 -5.253 0.690
O -2.956 -0.063 3.840
N -1.977 5.092 -0.138
*
```

Results
- Kohn-Sham gap: 4.938 eV
- Calculated total energy: -7276.27000 Eh
- LUMO level: -1.30 eV